C46H54F7IN6P2Sn as an isolated structure in a non-equilibrium geometry. Source: the Open Molecules 2025 dataset; level of theory: the ωB97M-V functional and the def2-TZVPD basis.

Properties
- DFT total energy (Eh) = -4007.34039
- HOMO (eV) = -6.12
- energy above the lowest of the compared OMol25 structures with the same formula, charge and spin (eV) = 0.000
- frontier orbital gap (eV) = 5.613
- maximum force (hartree/bohr) = 0.071

```
! wB97M-V def2-TZVPD RIJCOSX def2/J DEFGRID3
* xyz 0 1
Sn 0.1546 1.2873 -0.7073
C 3.1470 1.0652 -4.3190
C 2.0541 0.6687 -3.3756
N 1.2131 1.8143 -2.9883
C 0.1964 2.0966 -4.0405
C -0.6321 0.8387 -4.3922
C 1.8408 3.0506 -2.5942
C 2.7185 2.8235 -1.3863
N 1.9977 2.2907 -0.2996
C 2.6602 2.1594 0.9164
C 3.8091 1.3245 1.0537
F 4.3128 0.7356 -0.0638
C 4.3188 0.9956 2.3202
F 5.3444 0.1653 2.4645
C 3.7766 1.5526 3.4685
C 2.6912 2.4114 3.3707
F 2.2283 3.0092 4.4999
C 2.2056 2.8107 2.1304
F 1.2584 3.7669 2.0010
H 3.6087 0.2367 -4.9270
H 2.9009 1.8971 -5.0409
H 3.9577 1.4695 -3.7485
H 1.4182 -0.1453 -3.7541
H 2.5732 0.2598 -2.5005
H -0.4982 2.8977 -3.7137
H 0.6559 2.4645 -4.9447
H -0.4515 0.4629 -5.3968
H -0.6047 0.0529 -3.7036
H -1.7304 1.1860 -4.4442
H 2.4926 3.4017 -3.4247
H 1.0710 3.8322 -2.3788
H 3.6102 2.2053 -1.6347
H 3.1475 3.8580 -1.1861
H 4.0715 1.1284 4.4363
C -1.7311 2.1328 2.1174
P -1.2436 0.3836 1.5772
C -0.2045 0.0089 2.9756
N -0.2557 0.8186 4.0023
C 0.4332 0.4430 5.1413
C 0.2001 1.1540 6.3440
C 0.8803 0.8217 7.4967
C 1.7527 -0.2946 7.5256
C 1.8975 -1.0673 6.3758
C 1.2800 -0.7057 5.1708
N 1.5143 -1.3632 3.9779
C 0.5741 -1.2057 3.0399
P 0.5393 -2.5628 1.7735
C 2.0203 -2.1419 0.8653
C 0.9120 -4.1610 2.6564
C 0.1835 -4.2577 3.9855
C 2.3988 -4.4029 2.9216
C 0.3773 -5.3482 1.7559
C -2.9836 -0.5289 1.7230
C -2.9342 -1.9802 1.1085
C -4.0003 0.2435 1.0112
C -3.3700 -0.5761 3.2178
H -2.2784 2.1630 3.0296
H -2.3857 2.4815 1.3234
H -0.8219 2.7649 2.1871
H -0.4622 1.9975 6.2160
H 0.7388 1.4198 8.3840
H 2.1738 -0.6878 8.4346
H 2.3182 -2.0784 6.4251
H 2.2462 -2.9829 0.2100
H 2.8365 -1.7848 1.5249
H 1.8417 -1.2645 0.2511
H 0.5546 -3.4750 4.6287
H 0.4779 -5.2029 4.5208
H -0.9343 -4.2217 4.0042
H 2.6916 -3.8422 3.8550
H 3.1433 -4.1908 2.1336
H 2.4037 -5.4416 3.1967
H -0.6064 -5.1115 1.3182
H 0.3127 -6.2704 2.2852
H 1.0701 -5.4370 0.9461
H -2.5699 -1.8773 0.0866
H -3.9348 -2.4659 1.1548
H -2.2798 -2.6151 1.7473
H -3.7776 0.2258 -0.0484
H -4.0865 1.2832 1.2649
H -5.0084 -0.2544 1.1410
H -2.5400 -1.0212 3.7514
H -4.2092 -1.2806 3.2813
H -3.7534 0.3541 3.5861
C -1.9296 -3.4029 -3.2657
C -1.1422 -2.7332 -2.1708
N -0.5634 -2.1028 -1.3688
H -1.2167 -3.8745 -4.0121
H -2.6777 -2.7384 -3.7205
H -2.4583 -4.2469 -2.8028
I 0.6693 -4.2318 -6.1243
C 2.2561 -3.8301 -4.8811
C 3.4885 -3.2824 -5.3957
C 4.5819 -3.0095 -4.5491
C 4.3821 -3.2442 -3.1751
N 3.2837 -3.8769 -2.7153
C 2.2992 -4.1857 -3.5355
H 3.6191 -3.1611 -6.4560
H 5.6003 -2.6805 -4.9263
H 5.1506 -3.0328 -2.4016
H 1.5443 -4.7058 -2.9871
F -7.7594 4.6193 -4.5268
C -6.9509 5.5283 -3.9191
F -7.7527 6.3104 -3.1003
F -6.4614 6.3609 -4.8579
C -5.8343 4.8638 -3.1697
C -5.5504 3.5254 -3.4469
C -4.3824 2.9697 -2.9487
C -3.6120 3.6742 -2.0285
C -3.9392 5.0652 -1.7119
C -5.0516 5.6651 -2.2292
C -2.3972 3.2122 -1.5001
C -1.2757 2.7399 -1.2383
H -6.2190 2.9130 -4.0599
H -3.9838 1.9572 -3.1859
H -3.3029 5.5387 -0.9197
H -5.3333 6.7282 -1.9679
*
```